Entry 1:
ORCA calculation (ωB97M-V with the def2-TZVPD basis set) on 10 unconnected molecules or ions with the total composition C54H77BNO31P at a distorted geometry.

XYZ file:
```
165
Properties=species:S:1:pos:R:3:lowdin_charge:R:1
C -0.15829 -2.07851 -1.56898 -0.03
B -0.74692 -1.02722 -0.45419 -0.41
O -1.59243 -1.58159 0.56202 0.07
C -0.35328 0.53745 -0.63522 0.03
C 0.62071 1.23736 0.15961 -0.04
C 1.43076 0.51655 1.33245 -0.14
C 0.55647 0.09144 2.60898 -0.17
C 1.38228 -1.08933 3.35873 -0.20
C 1.49848 -2.43839 2.49532 -0.18
C 2.99348 -2.95498 2.24770 -0.28
N 3.87683 -1.99110 1.52130 -0.04
C 0.93406 2.78758 -0.18099 -0.24
O 1.09259 3.66426 0.70370 0.03
C 1.01021 3.11331 -1.76508 -0.16
P 2.32171 4.26827 -2.48088 0.78
O 1.61114 5.36690 -3.33113 -0.50
C 0.02732 2.42510 -2.55248 -0.05
C 0.06058 2.64293 -4.12540 -0.14
C 0.95053 1.62536 -4.93024 -0.01
C 1.16094 1.67710 -6.45921 -0.05
C 0.43504 2.79653 -7.24547 -0.06
C -0.46614 3.78472 -6.46644 -0.05
C -0.67000 3.75508 -4.91069 -0.03
C -1.02208 1.43947 -1.80018 -0.19
O -2.25015 1.40994 -2.07281 0.06
H -0.98864 -2.25528 -2.35935 0.09
H 0.00280 -3.09043 -1.05814 0.07
H 0.75522 -1.67694 -2.11971 0.07
H -2.17598 -0.89780 0.95526 0.11
H 2.04262 -0.32342 0.86093 0.10
H 2.20173 1.29161 1.71382 0.13
H 0.51601 0.99106 3.32742 0.12
H -0.52311 -0.18957 2.37863 0.10
H 2.45655 -0.74020 3.60302 0.12
H 0.83347 -1.32357 4.33041 0.10
H 0.95870 -3.27739 3.08094 0.11
H 0.98950 -2.38821 1.46513 0.10
H 3.54149 -3.28788 3.19917 0.11
H 2.93112 -3.90270 1.58436 0.12
H 4.25731 -2.40103 0.64910 0.07
H 4.62643 -1.62551 2.11868 0.06
H 3.09699 4.84699 -1.40949 0.02
H 3.21273 3.50253 -3.33490 0.02
H 1.50712 0.81202 -4.34416 0.09
H 1.84744 0.88183 -6.91930 0.10
H 0.60725 2.83667 -8.37475 0.09
H -1.00056 4.58712 -7.07441 0.09
H -1.31549 4.51985 -4.37407 0.11
C -3.66504 2.35868 -4.56197 -0.03
C -4.47052 2.72684 -5.78875 -0.34
C -5.93989 2.45634 -5.65343 -0.11
O -6.33519 2.25606 -7.00759 0.07
C -5.23766 1.78713 -7.66515 -0.52
O -5.25641 1.33019 -8.77395 0.14
O -4.11918 1.90151 -6.89759 0.09
H -2.59692 2.41830 -4.77606 0.04
H -3.89481 3.02340 -3.72622 0.10
H -3.86420 1.32878 -4.25359 0.09
H -4.27485 3.76819 -6.06917 0.16
H -6.48215 3.29357 -5.21115 0.14
H -6.16617 1.54595 -5.08999 0.14
C 1.92579 6.09030 2.43092 -0.03
C 1.21439 6.68749 3.62518 -0.34
C 1.58029 8.11679 3.89798 -0.11
O 1.34513 8.22584 5.29888 0.07
C 1.52354 6.97917 5.81901 -0.52
O 1.59362 6.73754 6.99076 0.14
O 1.61562 6.04409 4.83277 0.09
H 1.75111 5.01425 2.38238 0.06
H 1.58133 6.54543 1.49971 0.09
H 3.00855 6.22795 2.50786 0.09
H 0.13129 6.56028 3.52009 0.16
H 0.95874 8.82243 3.34456 0.14
H 2.63408 8.34193 3.70679 0.14
C 0.71356 -6.04770 8.15313 -0.03
C 0.85361 -5.34952 6.81754 -0.34
C 1.95408 -5.89892 5.96006 -0.10
O 2.29903 -4.77353 5.15734 0.05
C 1.99279 -3.66578 5.89162 -0.53
O 2.32725 -2.54996 5.60452 0.13
O 1.26160 -3.99226 6.99188 0.10
H 0.01766 -5.50409 8.79655 0.09
H 0.35140 -7.06951 8.02733 0.08
H 1.67041 -6.07840 8.68322 0.09
H -0.10365 -5.34721 6.29296 0.13
H 1.62492 -6.73294 5.33819 0.14
H 2.83995 -6.20312 6.52667 0.14
C -3.72363 -4.48305 3.07673 -0.02
C -3.56045 -5.69381 3.96981 -0.34
C -4.62391 -5.82123 5.02014 -0.10
O -3.95313 -6.55051 6.04322 0.07
C -2.63024 -6.25566 5.91990 -0.51
O -1.79263 -6.54037 6.73183 0.14
O -2.37840 -5.59112 4.75805 0.09
H -2.83932 -4.35033 2.44801 0.09
H -4.60107 -4.58427 2.43421 0.09
H -3.82667 -3.56872 3.66793 0.09
H -3.48133 -6.60203 3.36198 0.16
H -5.49906 -6.36786 4.66654 0.14
H -4.94579 -4.86204 5.43626 0.15
C 6.95866 1.55870 -7.38969 -0.02
C 5.52264 1.65118 -6.92257 -0.33
C 5.27922 2.74516 -5.92610 -0.09
O 4.15453 2.24938 -5.20430 0.02
C 4.21662 0.89046 -5.27672 -0.55
O 3.53952 0.14553 -4.62311 0.12
O 5.14912 0.48903 -6.18333 0.10
H 7.11057 0.65008 -7.97781 0.10
H 7.23057 2.42264 -7.99940 0.10
H 7.64492 1.50009 -6.54307 0.07
H 4.85050 1.73180 -7.78423 0.16
H 5.04594 3.70031 -6.39925 0.15
H 6.10552 2.88670 -5.22282 0.13
C 11.50417 3.33869 -2.67790 -0.02
C 10.70330 3.72205 -3.90319 -0.34
C 9.23103 3.46333 -3.77079 -0.11
O 8.83518 3.27532 -5.12650 0.04
C 9.93062 2.80062 -5.78718 -0.53
O 9.91012 2.35149 -6.89715 0.16
O 11.04929 2.90118 -5.01627 0.09
H 12.57478 3.39065 -2.89054 0.09
H 11.27887 4.00011 -1.83834 0.09
H 11.29503 2.30823 -2.37712 0.09
H 10.90816 4.76307 -4.17643 0.16
H 8.69565 4.30242 -3.32350 0.14
H 8.99635 2.55117 -3.21336 0.14
C -6.62374 -10.72117 9.45751 -0.02
C -7.05495 -9.85326 8.29540 -0.35
C -6.09200 -9.85798 7.14492 -0.11
O -6.33575 -8.59117 6.54146 0.05
C -6.78213 -7.76923 7.53608 -0.52
O -6.90438 -6.57485 7.43257 0.15
O -7.06863 -8.47754 8.66438 0.09
H -7.26972 -10.54939 10.32207 0.09
H -6.66294 -11.78024 9.19285 0.09
H -5.60590 -10.47745 9.77468 0.09
H -8.06717 -10.12616 7.97678 0.16
H -6.28612 -10.66703 6.43887 0.14
H -5.04258 -9.89635 7.45313 0.14
C 0.26777 4.47980 8.33677 -0.03
C -0.23432 3.82191 9.60348 -0.34
C 0.59921 2.65862 10.05439 -0.11
O -0.34449 1.87372 10.77753 0.06
C -1.56671 2.14223 10.23664 -0.54
O -2.56210 1.51841 10.47010 0.15
O -1.50563 3.21074 9.39286 0.09
H -0.46254 5.20346 7.96765 0.09
H 1.21487 4.99261 8.50859 0.08
H 0.40858 3.74385 7.53973 0.09
H -0.34790 4.56966 10.39635 0.16
H 1.42703 2.95974 10.69833 0.14
H 0.98928 2.05499 9.22903 0.14
C -6.06073 0.75367 -11.60347 -0.03
C -6.86201 1.12304 -12.83262 -0.34
C -8.33220 0.85406 -12.70140 -0.11
O -8.72454 0.65493 -14.05641 0.06
C -7.62575 0.18482 -14.71252 -0.54
O -7.64221 -0.27081 -15.82005 0.15
O -6.50818 0.29792 -13.94097 0.09
H -4.99013 0.81238 -11.81434 0.09
H -6.29178 1.41713 -10.76939 0.07
H -6.26234 -0.27642 -11.29632 0.09
H -6.66451 2.16410 -13.11191 0.16
H -8.87461 1.69173 -12.26015 0.14
H -8.56092 -0.05636 -12.13885 0.14
```

- Total charge: 0
- SMILES string: CB(O)C1=C(CCCCCN)C(=O)C([PH2]=O)=C(c2ccccc2)C1=O.C[C@@H]1COC(=O)O1.C[C@@H]1COC(=O)O1.C[C@@H]1COC(=O)O1.C[C@@H]1COC(=O)O1.C[C@@H]1COC(=O)O1.C[C@@H]1COC(=O)O1.C[C@@H]1COC(=O)O1.C[C@@H]1COC(=O)O1.C[C@@H]1COC(=O)O1
- Lowest unoccupied orbital energy: -1.408 eV
- Total energy: -132170.8002 eV
- Orbital gap: 0.276 hartree

Entry 2:
ORCA calculation (ωB97M-V with the def2-TZVPD basis set) on 6 unconnected molecules or ions with the total composition C54H78ClN8O2 at a distorted geometry.

XYZ file:
```
143
Properties=species:S:1:pos:R:3:lowdin_charge:R:1
C 12.66538 22.03776 13.94983 0.05
N 12.81947 21.06266 12.85894 -0.08
C 12.35806 21.20863 11.59338 0.06
C 12.52137 20.21089 10.64693 0.06
C 13.11196 18.99973 10.97258 -0.11
C 13.51258 18.82619 12.31201 0.03
C 13.35592 19.87086 13.19446 -0.02
C 13.14189 17.86103 9.98503 -0.11
C 13.07004 16.53346 10.43378 0.03
C 13.08344 15.51890 9.53528 -0.04
N 13.20670 15.73484 8.24156 -0.07
C 13.42178 16.93676 7.75827 0.03
C 13.35592 18.04368 8.61979 0.07
C 13.10928 14.54161 7.32334 0.07
H 12.37828 23.00954 13.56267 0.12
H 13.65192 22.11705 14.43216 0.11
H 11.94258 21.66255 14.68242 0.13
H 11.77622 22.09536 11.40392 0.17
H 12.08667 20.30001 9.66625 0.15
H 13.87063 17.84559 12.65868 0.12
H 13.57346 19.68473 14.24883 0.16
H 12.80794 16.27742 11.45275 0.13
H 12.96472 14.47236 9.79350 0.16
H 13.67100 17.05100 6.71820 0.17
H 13.44177 19.04463 8.21812 0.14
H 13.94755 13.87705 7.57990 0.11
H 13.23042 14.85319 6.27223 0.12
H 12.16140 13.98988 7.45272 0.13
C 23.92748 19.28726 13.52382 0.08
N 22.84828 18.59298 14.35941 -0.05
C 22.05592 19.31333 15.17824 0.04
C 20.98601 18.68895 15.85234 0.07
C 20.79154 17.30353 15.68741 -0.12
C 21.73817 16.58541 14.95822 0.04
C 22.68960 17.26839 14.24715 0.01
C 19.74561 16.59083 16.49508 -0.14
C 18.50814 17.18436 16.68845 0.02
C 17.56740 16.52440 17.42687 0.03
N 17.83699 15.30897 18.02587 -0.07
C 19.04603 14.73926 17.84808 0.05
C 19.99482 15.31055 17.00207 0.07
C 16.88055 14.63174 18.91758 0.04
H 23.89631 20.35727 13.70088 0.11
H 23.73730 19.08336 12.47054 0.11
H 24.91011 18.89838 13.80500 0.13
H 22.30874 20.34473 15.33399 0.15
H 20.35624 19.29001 16.50564 0.14
H 21.61433 15.51256 14.87017 0.13
H 23.35780 16.68430 13.61429 0.17
H 18.22133 18.08982 16.22200 0.12
H 16.60838 16.91075 17.72262 0.15
H 19.20527 13.86522 18.47070 0.17
H 20.96507 14.82154 16.86149 0.15
H 17.12860 14.83916 19.98220 0.14
H 16.92928 13.53287 18.72634 0.13
H 15.85536 15.02693 18.70901 0.12
C 19.62645 17.10923 8.53966 0.03
N 19.14458 18.24196 9.35947 -0.05
C 17.83437 18.48975 9.46820 -0.01
C 17.34468 19.53383 10.26720 0.05
C 18.23383 20.41833 10.85551 -0.12
C 19.60973 20.12874 10.80391 0.04
C 20.02433 19.03782 10.06012 0.04
C 17.81614 21.74088 11.44144 -0.13
C 16.62729 21.93346 12.12790 0.03
C 16.23079 23.24748 12.33294 0.04
N 17.02989 24.35163 12.16396 -0.07
C 18.29857 24.10066 11.72983 0.08
C 18.67274 22.81892 11.32847 0.05
C 16.57536 25.66309 12.41883 0.03
H 19.12213 17.18959 7.57616 0.13
H 19.39156 16.19012 9.05404 0.02
H 20.70552 17.16700 8.41097 0.12
H 17.21495 17.78332 8.92049 0.05
H 16.27823 19.71030 10.32329 0.12
H 20.35799 20.74882 11.26069 0.12
H 21.07281 18.82777 9.89723 0.15
H 15.94768 21.08880 12.28727 0.11
H 15.25521 23.47187 12.71744 0.13
H 18.98538 24.91723 11.66463 0.16
H 19.57830 22.74429 10.72468 0.15
H 16.77597 26.01844 13.43949 0.14
H 15.51399 25.73400 12.21122 0.12
H 17.13011 26.38460 11.77898 0.14
C 9.36227 11.23605 16.29976 0.00
C 10.06649 11.17906 14.89449 -0.40
C 10.28031 12.64938 14.45855 -0.10
C 11.39218 12.74059 13.37251 -0.17
C 12.71155 12.15965 13.89170 -0.16
C 12.63489 10.69181 14.37412 -0.41
N 11.32072 10.41522 15.15048 -0.02
O 11.30887 9.53003 15.88711 0.28
C 13.79601 10.31683 15.32742 0.00
C 12.64208 9.78902 13.08548 0.02
C 9.10624 10.41893 13.89623 0.04
H 8.85106 10.34445 16.66836 0.11
H 8.69975 12.09836 16.24461 0.10
H 10.09539 11.49680 17.06984 0.10
H 10.57800 13.23917 15.33542 0.13
H 9.36541 13.06016 14.04499 0.14
H 11.73913 13.75197 13.16935 0.09
H 11.03923 12.36453 12.41183 0.11
H 13.06068 12.73665 14.77888 0.13
H 13.60746 12.03286 13.21438 0.12
H 14.74244 10.71970 14.96382 0.09
H 13.80408 9.22864 15.31633 0.10
H 13.58729 10.61775 16.36751 0.10
H 12.21249 8.80701 13.30563 0.11
H 13.65239 9.60236 12.68342 0.11
H 12.01375 10.26203 12.32907 0.08
H 9.37186 10.63607 12.87160 0.08
H 8.09998 10.79032 14.07651 0.11
H 9.13698 9.33243 14.03962 0.11
C 20.36353 13.10902 12.13428 0.03
C 19.27165 13.36530 11.09217 -0.46
C 18.26981 12.21147 11.05068 -0.09
C 17.21304 12.21509 12.18910 -0.17
C 16.50910 13.50809 12.24946 -0.16
C 17.44546 14.74362 12.44747 -0.43
N 18.61430 14.62930 11.50493 0.07
O 19.24617 15.70923 11.20661 0.09
C 17.87862 14.66105 13.94649 0.01
C 16.62624 16.02848 12.18007 -0.09
C 19.86512 13.56889 9.68617 -0.02
H 20.79435 12.15144 11.78117 0.14
H 19.81444 12.91172 13.06975 0.08
H 21.09024 13.93494 12.28266 0.11
H 18.79166 11.23821 11.00610 0.16
H 17.72096 12.30883 10.11832 0.13
H 17.74928 11.86477 13.07815 0.12
H 16.51598 11.39008 11.99559 0.13
H 15.76909 13.60992 13.07480 0.13
H 15.92713 13.75150 11.34182 0.10
H 17.88208 13.58245 14.13910 0.08
H 17.07079 15.10493 14.53612 0.09
H 18.86457 15.06542 14.17631 0.08
H 17.26396 16.84094 12.56441 0.08
H 15.69712 15.96283 12.78723 0.09
H 16.46458 16.20603 11.13693 -0.08
H 20.62304 14.36023 9.60277 0.09
H 19.09793 13.84323 8.94820 0.07
H 20.34587 12.71073 9.18023 0.13
Cl 16.65297 15.41980 9.12693 -0.04
```

- Total charge: +7
- Lowest unoccupied orbital energy: -16.663 eV
- Total energy: -85717.4967 eV
- Orbital gap: 0.215 hartree

Look up the orbital gap of the second one. 0.215 hartree

Among the records above, which one has the lowest total energy? C54H77BNO31P

Among the records above, which one has the lowest lowest unoccupied orbital energy? C54H78ClN8O2

Which of these has the highest total charge? C54H78ClN8O2